No. 1
Density functional theory data (ωB97M-V/def2-TZVPD) for a molecular structure, C4H5I2NO3 at a distorted geometry.

## Properties
HOMO energy (alpha / beta): -8.9282 / -8.7988 eV
HOMO-LUMO gap (alpha / beta): 7.5 / 7.1 eV
Total energy: -1031.13955 Ha

Geometry (Å):
C1 2.47188 -0.92278 1.52263
C2 0.75065 0.42189 0.62070
C3 1.65315 0.84389 -0.50409
C4 -0.39196 -0.50831 0.06848
N1 2.78374 -1.05889 0.20166
O1 3.08244 -1.48020 2.40424
O2 1.35068 -0.23918 1.74795
O3 -1.23552 0.10206 -0.84947
I1 3.08058 2.28448 -0.14691
I2 4.66571 -1.01094 -0.25100
H1 0.26112 1.42355 1.13810
H2 1.25776 0.77686 -1.45514
H3 -0.73937 -0.85489 1.05997
H4 0.21790 -1.41764 -0.21578
H5 -2.18786 -0.05554 -0.74162

Here are the Löwdin charges for atoms 1 to 5, given in e: atom 1 (C): -0.82, atom 2 (C): -0.42, atom 3 (C): -0.52, atom 4 (C): -0.24, atom 5 (N): -0.50

---

No. 2
Density functional theory data (ωB97M-V/def2-TZVPD) for a molecular structure, C4H5IN2O at a distorted geometry.

## Properties
HOMO energy: -8.1339 eV
HOMO-LUMO gap: 8.4 eV
Total energy: -637.79711 Ha

Geometry (Å):
C1 -0.74891 -0.70544 0.30029
C2 -0.57601 1.70327 -2.20274
C3 0.89969 -0.74854 2.25079
C4 0.44816 -0.75060 0.80137
N1 -1.88993 -1.00057 -0.00796
N2 0.23641 1.44862 -3.04924
O1 -1.36191 1.64946 -1.34127
I1 1.90310 -1.13947 -0.69304
H1 0.07811 -0.85438 2.85829
H2 1.57468 -1.60050 2.24491
H3 1.51398 0.18184 2.46599
H4 -2.68605 -0.37980 -0.12884
H5 0.60867 2.19610 -3.49858

Here are the Löwdin charges for atoms 1 to 5, given in e: atom 1 (C): -0.35, atom 2 (C): -0.40, atom 3 (C): -0.13, atom 4 (C): -0.76, atom 5 (N): 0.17

---

No. 3
Density functional theory data (ωB97M-V/def2-TZVPD) for a gas-phase ion, C4H5INO3 (charge -1) at a distorted geometry.

## Properties
HOMO energy: -3.0474 eV
Total charge: -1
HOMO-LUMO gap: 6.2 eV
Total energy: -733.60092 Ha

Geometry (Å):
C1 0.35336 -2.50884 -1.52001
C2 -0.07379 -2.53512 0.95042
C3 0.18962 0.75702 -0.41471
C4 -0.61498 -0.48447 -0.22350
N1 -0.28199 -1.25206 0.95146
O1 0.07728 -3.24852 1.88109
O2 1.49704 -2.01473 -1.61523
O3 -0.04931 -3.05955 -0.35422
I1 -2.82480 0.01360 -0.00696
H1 -0.23195 -2.81693 -2.29950
H2 -0.15078 1.36616 -1.15200
H3 1.17902 0.38390 -0.80894
H4 0.18525 1.31071 0.58572
H5 -0.38528 -0.83014 1.84951

Here are the Löwdin charges for atoms 1 to 5, given in e: atom 1 (C): -0.31, atom 2 (C): -0.60, atom 3 (C): -0.23, atom 4 (C): -0.74, atom 5 (N): -0.01

---

Q: What is the total energy in the second record?
A: -637.79711 Ha

---

Please write out number 3 again, unchanged.
Density functional theory data (ωB97M-V/def2-TZVPD) for a gas-phase ion, C4H5INO3 (charge -1) at a distorted geometry.

## Properties
HOMO energy: -3.0474 eV
Total charge: -1
HOMO-LUMO gap: 6.2 eV
Total energy: -733.60092 Ha

Geometry (Å):
C1 0.35336 -2.50884 -1.52001
C2 -0.07379 -2.53512 0.95042
C3 0.18962 0.75702 -0.41471
C4 -0.61498 -0.48447 -0.22350
N1 -0.28199 -1.25206 0.95146
O1 0.07728 -3.24852 1.88109
O2 1.49704 -2.01473 -1.61523
O3 -0.04931 -3.05955 -0.35422
I1 -2.82480 0.01360 -0.00696
H1 -0.23195 -2.81693 -2.29950
H2 -0.15078 1.36616 -1.15200
H3 1.17902 0.38390 -0.80894
H4 0.18525 1.31071 0.58572
H5 -0.38528 -0.83014 1.84951

Here are the Löwdin charges for atoms 1 to 5, given in e: atom 1 (C): -0.31, atom 2 (C): -0.60, atom 3 (C): -0.23, atom 4 (C): -0.74, atom 5 (N): -0.01

---

Q: The lowest total energy belongs to which entry?
A: C4H5I2NO3

---

What did the first record say?
Density functional theory data (ωB97M-V/def2-TZVPD) for a molecular structure, C4H5I2NO3 at a distorted geometry.

## Properties
HOMO energy (alpha / beta): -8.9282 / -8.7988 eV
HOMO-LUMO gap (alpha / beta): 7.5 / 7.1 eV
Total energy: -1031.13955 Ha

Geometry (Å):
C1 2.47188 -0.92278 1.52263
C2 0.75065 0.42189 0.62070
C3 1.65315 0.84389 -0.50409
C4 -0.39196 -0.50831 0.06848
N1 2.78374 -1.05889 0.20166
O1 3.08244 -1.48020 2.40424
O2 1.35068 -0.23918 1.74795
O3 -1.23552 0.10206 -0.84947
I1 3.08058 2.28448 -0.14691
I2 4.66571 -1.01094 -0.25100
H1 0.26112 1.42355 1.13810
H2 1.25776 0.77686 -1.45514
H3 -0.73937 -0.85489 1.05997
H4 0.21790 -1.41764 -0.21578
H5 -2.18786 -0.05554 -0.74162

Here are the Löwdin charges for atoms 1 to 5, given in e: atom 1 (C): -0.82, atom 2 (C): -0.42, atom 3 (C): -0.52, atom 4 (C): -0.24, atom 5 (N): -0.50